Record 1
{
  "formula": "C14H25BBrF9O3Sb",
  "method": "the ωB97M-V functional and the def2-TZVPD basis",
  "elements": ["C", "C", "C", "C", "O", "Sb", "C", "C", "C", "F", "F", "C", "F", "F", "C", "F", "F", "C", "F", "F", "F", "C", "C", "C", "Br", "B", "O", "O", "C", "H", "H", "H", "H", "H", "H", "H", "H", "H", "H", "H", "H", "H", "H", "H", "H", "H", "H", "H", "H", "H", "H", "H", "H", "H"],
  "positions_angstrom": [[3.48047, -2.44534, 2.32774], [4.31516, -2.05154, 0.96611], [3.39222, -1.88812, -0.37964], [1.91183, -1.17386, -0.08354], [2.05515, 0.11052, 0.67833], [0.29065, 1.19475, 0.43188], [-1.67092, 2.19000, 0.19336], [-2.97164, 1.15745, 0.23915], [-3.28657, 0.45650, -1.23672], [-4.23201, 1.41705, -1.92038], [-2.06755, 0.43034, -2.07961], [-4.09404, -0.96618, -1.13599], [-5.15580, -0.76188, -0.08037], [-4.82626, -1.16003, -2.40835], [-3.20458, -2.24522, -0.63577], [-2.18813, -1.94650, 0.39849], [-4.18040, -3.20122, 0.00989], [-2.46060, -3.09541, -1.82141], [-3.38700, -3.68510, -2.83625], [-1.82433, -4.28402, -1.13847], [-1.34898, -2.38715, -2.50253], [0.84602, 1.83725, -1.61521], [2.46285, 2.02165, -1.86512], [2.59813, 2.98781, -3.22336], [3.42703, 2.99480, -0.40259], [-0.26884, 0.52773, 2.51888], [-0.54266, -0.91758, 2.82865], [-0.39757, 1.55757, 3.59535], [-1.82399, 1.99162, 3.71096], [3.31152, -1.50436, 3.03982], [4.05486, -3.30655, 2.91078], [2.39891, -2.89042, 2.11031], [5.17330, -2.83390, 0.69526], [4.89549, -1.03387, 1.19324], [3.96142, -1.26309, -1.19985], [3.15211, -2.95624, -0.81814], [1.47792, -0.93362, -1.16932], [1.21808, -1.94873, 0.50233], [-0.38793, -0.25312, -0.27046], [0.97223, 2.61899, 1.17369], [-1.80248, 3.00992, 1.04408], [-1.61632, 2.79970, -0.82937], [-2.93225, 0.39186, 1.12306], [-3.91042, 1.86073, 0.46222], [0.49893, 0.97891, -2.36766], [0.27725, 2.81338, -1.99513], [2.97218, 0.98776, -2.17508], [1.92908, 2.57620, -4.10844], [3.70880, 3.19402, -3.52929], [2.11213, 4.03299, -2.92122], [0.27090, -1.28628, 3.28767], [-1.96316, 3.09288, 3.27359], [-2.55059, 1.22325, 3.15999], [-2.06957, 1.96373, 4.87448]],
  "forces_ev_per_a": [[-0.3, -0.6, 0.3], [0.6, 0.6, -0.2], [-0.7, 0.2, 0.6], [1.2, 0.4, -0.2], [-0.2, -2.8, -1.7], [-0.7, 0.2, 0.1], [-1.6, 1.2, -0.4], [-0.6, 1.4, -0.3], [0.4, 2.7, 0.1], [2.4, -2.8, 1.4], [-3.9, -0.5, 2.1], [-2.2, 1.5, 0.0], [3.2, -0.7, -3.2], [2.4, -0.2, 3.9], [-0.3, -1.8, 2.1], [-3.6, -0.7, -3.7], [3.1, 2.8, -2.1], [2.3, -2.9, -1.2], [3.2, 2.4, 3.5], [-2.1, 4.0, -2.3], [-4.4, -2.4, 2.4], [1.2, 0.1, -2.3], [-1.4, -0.1, -3.3], [-0.6, 0.8, 0.9], [-0.3, -0.7, -0.9], [-0.8, -0.9, 2.2], [1.9, 2.2, 0.5], [-1.9, -1.4, -1.6], [-0.1, -0.3, 0.6], [0.5, -2.1, -1.7], [-1.1, 2.0, -1.1], [2.3, 1.0, 0.2], [-1.9, 1.5, 0.8], [-1.4, -2.1, -0.6], [-1.0, -1.2, 1.7], [0.5, 2.0, 0.8], [0.6, -0.8, 2.3], [1.3, 1.7, -1.4], [-0.1, -0.1, -0.1], [0.1, 0.1, -0.2], [0.1, -1.8, -1.7], [-0.6, -1.4, 2.1], [0.2, 1.1, -2.0], [1.7, -1.9, -0.7], [0.8, 1.7, 1.5], [1.3, -1.9, 1.0], [-0.9, 2.3, 1.4], [1.6, 0.6, 1.8], [-2.1, -0.6, 0.4], [1.1, -2.2, -0.7], [-1.5, 0.6, -0.6], [0.3, -2.5, 1.0], [1.4, 1.8, 1.2], [0.3, 0.2, -2.6]],
  "nbo_charge": [-0.644, -0.414, -0.421, -0.087, -0.929, 1.411, -0.841, -0.487, 0.666, -0.371, -0.337, 0.600, -0.334, -0.318, 0.584, -0.271, -0.325, 0.939, -0.319, -0.331, -0.297, -0.866, -0.244, -0.648, -0.034, 0.895, -1.021, -0.833, -0.275, 0.226, 0.198, 0.210, 0.189, 0.216, 0.202, 0.188, 0.176, 0.174, -0.267, -0.208, 0.217, 0.225, 0.237, 0.242, 0.222, 0.210, 0.221, 0.210, 0.208, 0.207, 0.492, 0.189, 0.178, 0.188],
  "e_homo_ev": -3.9,
  "molar_mass_g_mol": 624.81,
  "total_charge": -1
}

Record 2
{
  "formula": "C9H19Cl4FN4P",
  "method": "the ωB97M-V functional and the def2-TZVPD basis",
  "elements": ["C", "C", "C", "C", "C", "C", "C", "F", "N", "C", "N", "N", "P", "N", "H", "H", "H", "H", "H", "H", "H", "H", "H", "H", "H", "H", "H", "H", "H", "H", "H", "H", "H", "C", "Cl", "Cl", "Cl", "Cl"],
  "positions_angstrom": [[1.04510, -4.12835, -0.15447], [-0.29191, -3.81984, -0.97524], [-1.12362, -2.62856, -0.27203], [-1.07661, -1.28070, -1.12017], [-2.56655, -0.76656, -1.42437], [-0.12680, -0.15444, -0.54224], [1.42783, -0.18945, -0.95857], [1.88959, -1.36310, -1.55630], [2.19385, 0.29651, 0.24642], [1.14381, 0.98905, 0.97089], [1.14766, 2.22563, 1.48197], [0.07035, -0.01930, 0.93530], [-1.32239, 0.40071, 1.94260], [-1.54999, -0.79297, 2.99401], [1.02640, -3.54540, 0.81926], [1.19919, -5.23593, 0.02546], [1.94471, -3.78124, -0.75288], [-0.90534, -4.77895, -0.95423], [-0.08688, -3.61473, -2.06710], [-2.20794, -2.98192, -0.30430], [-0.86760, -2.51058, 0.81865], [-0.65297, -1.56049, -2.14125], [-3.13144, -0.55735, -0.47115], [-3.10001, -1.64554, -1.91259], [-2.58111, 0.12067, -2.12626], [-0.54107, 0.83832, -0.89128], [1.48407, 0.68260, -1.68251], [2.96027, 0.93173, -0.01723], [1.19753, 2.47219, 2.47085], [1.17286, 3.01435, 0.81451], [-1.04387, 1.59395, 2.67184], [-2.50778, 0.63980, 1.17606], [-2.49482, -1.17863, 2.89681], [1.65607, 6.47001, 0.01269], [2.45020, 6.14126, 1.56608], [0.25687, 7.52479, 0.27243], [2.80054, 7.25865, -1.08449], [1.11183, 4.93380, -0.70715]],
  "forces_ev_per_a": [[0.4, 0.3, -0.7], [0.1, -0.5, 1.2], [-0.7, -0.9, -1.2], [-0.2, -0.4, -0.1], [0.5, -0.6, 0.1], [0.4, -0.4, -0.6], [-0.6, 0.7, -1.8], [-0.6, 1.8, 1.5], [-2.9, 3.3, -0.1], [0.6, -5.4, -1.5], [0.5, 0.3, 0.0], [0.0, 4.3, 1.2], [-1.6, -3.3, 2.9], [-0.1, 1.7, -1.6], [0.1, -1.0, -1.1], [-0.3, 1.4, 0.0], [-1.0, -0.4, 0.8], [0.5, 1.4, 0.0], [-0.2, 0.0, 1.2], [1.3, 0.7, 0.2], [-0.1, 0.0, -1.2], [-0.3, 0.6, 1.3], [0.6, -0.1, -1.0], [0.7, 1.3, 0.5], [0.0, -0.9, 0.9], [0.5, -1.0, 0.0], [0.6, -1.6, 0.2], [-0.1, -0.5, 0.2], [-0.5, -0.4, -0.4], [0.7, -0.4, 0.4], [0.4, -0.2, -1.0], [1.0, 0.5, -0.3], [0.5, 0.0, 0.1], [0.2, 0.7, 0.2], [-0.1, -0.1, -0.2], [0.3, -0.3, -0.1], [-0.3, -0.3, 0.2], [-0.1, -0.2, -0.1]],
  "nbo_charge": [-0.627, -0.406, -0.434, -0.241, -0.614, -0.058, 0.341, -0.307, -0.513, 0.797, -0.898, -0.695, 1.381, -1.248, 0.204, 0.228, 0.212, 0.220, 0.205, 0.224, 0.241, 0.246, 0.203, 0.244, 0.219, 0.195, 0.172, 0.417, 0.469, 0.460, -0.033, -0.014, 0.387, -0.220, 0.057, 0.090, 0.094, 0.002],
  "e_homo_ev": -12.1,
  "molar_mass_g_mol": 375.06,
  "total_charge": 1,
  "de_lowest_kcal_mol": 66.7
}

Record 3
{
  "formula": "C47H36N2O21S",
  "method": "the ωB97M-V functional and the def2-TZVPD basis",
  "elements": ["C", "C", "C", "C", "C", "C", "C", "O", "C", "C", "C", "C", "S", "C", "C", "N", "C", "C", "C", "C", "N", "H", "H", "H", "H", "H", "H", "H", "H", "H", "H", "H", "H", "H", "H", "H", "H", "C", "C", "C", "O", "C", "C", "C", "O", "O", "O", "H", "H", "H", "H", "C", "C", "C", "O", "C", "C", "C", "O", "O", "O", "H", "H", "H", "H", "C", "C", "C", "O", "C", "C", "C", "O", "O", "O", "H", "H", "H", "H", "C", "C", "C", "O", "C", "C", "C", "O", "O", "O", "H", "H", "H", "H", "C", "C", "C", "O", "C", "C", "C", "O", "O", "O", "H", "H", "H", "H"],
  "positions_angstrom": [[5.69421, -0.29196, 1.84389], [4.73811, -0.23386, 0.78500], [3.34730, -0.61666, -0.05814], [3.34815, -1.89617, -1.13394], [1.98455, -2.33983, -1.98826], [0.60915, -1.45673, -1.74050], [-0.85033, -1.78533, -2.48697], [-1.72490, -2.32126, -1.43123], [-3.14607, -2.29008, -1.81200], [-3.79292, -0.76339, -1.86997], [0.57796, -0.15639, -0.68889], [1.96180, 0.23599, 0.14404], [1.78962, 1.75718, 1.28789], [0.68594, 2.91401, 0.24079], [0.89741, 4.54263, 0.14047], [2.01429, 5.18133, 0.93586], [-0.14324, 5.35900, -0.86168], [-1.33563, 4.58059, -1.73394], [-1.56039, 2.92771, -1.62579], [-0.51411, 2.11670, -0.60871], [-0.70506, 0.62063, -0.49385], [6.60049, -0.21993, 2.61302], [4.37609, -2.44668, -1.25606], [2.01073, -3.26408, -2.74002], [-1.20558, -0.73139, -2.91488], [-0.74151, -2.48846, -3.41544], [-3.40214, -2.89762, -2.79312], [-3.73751, -2.84620, -0.93672], [-3.14690, 0.03033, -1.30186], [-3.85477, -0.39237, -3.00320], [-4.89126, -0.83577, -1.44450], [1.77906, 5.13573, 1.96044], [2.02169, 6.20813, 0.69003], [-0.04102, 6.54252, -0.95684], [-2.09538, 5.15732, -2.42706], [-2.42837, 2.37032, -2.22532], [-1.08729, 0.35778, 0.45619], [9.69304, 0.46299, 3.91011], [11.00118, 0.20064, 3.93622], [11.60807, -0.59877, 5.03633], [12.81008, -0.83964, 5.02326], [10.72449, -1.07010, 6.11417], [9.41698, -0.80469, 6.08966], [8.80608, -0.02905, 4.97551], [7.59817, 0.18326, 4.97127], [8.58128, -1.24227, 7.10076], [11.84155, 0.66202, 2.93971], [9.23834, 1.04090, 3.11539], [11.18145, -1.63472, 6.91675], [7.68504, -0.92564, 6.85377], [12.73668, 0.34024, 3.18363], [-8.90696, -0.48407, -5.34283], [-7.59882, -0.74641, -5.31672], [-6.99193, -1.54583, -4.21661], [-5.78992, -1.78669, -4.22968], [-7.87551, -2.01716, -3.13877], [-9.18302, -1.75175, -3.16328], [-9.79392, -0.97611, -4.27743], [-11.00183, -0.76380, -4.28167], [-10.01872, -2.18933, -2.15218], [-6.75845, -0.28504, -6.31323], [-9.36166, 0.09384, -6.13755], [-7.41855, -2.58178, -2.33619], [-10.91496, -1.87270, -2.39917], [-5.86332, -0.60682, -6.06932], [-0.36365, 6.71719, -6.92527], [-0.55363, 6.60097, -5.60955], [-1.51830, 7.47556, -4.88695], [-1.68542, 7.33258, -3.68087], [-2.23940, 8.49570, -5.66408], [-2.04670, 8.61406, -6.97919], [-1.10279, 7.72127, -7.70589], [-0.96056, 7.84205, -8.91806], [-2.71906, 9.57241, -7.71518], [0.13943, 5.66130, -4.86872], [0.33273, 6.08658, -7.46351], [-2.92418, 9.13649, -5.12353], [-2.41003, 9.45536, -8.64000], [-0.17411, 5.77440, -3.94504], [-7.38947, -7.82052, -4.44634], [-7.25681, -6.58333, -3.96419], [-8.35860, -5.92509, -3.20893], [-8.20044, -4.79464, -2.76163], [-9.61456, -6.67075, -3.03243], [-9.74824, -7.90661, -3.51766], [-8.63683, -8.57479, -4.24869], [-8.78316, -9.71835, -4.66704], [-10.92680, -8.61204, -3.35775], [-6.08832, -5.86718, -4.14829], [-6.59593, -8.31182, -4.99519], [-10.41349, -6.17388, -2.49711], [-10.77358, -9.47831, -3.79433], [-6.23946, -5.00332, -3.70650], [8.95488, -1.29608, 11.86581], [8.41331, -1.42971, 10.65356], [7.12125, -0.77538, 10.30707], [6.65777, -0.90074, 9.17902], [6.44102, 0.00389, 11.35331], [6.98106, 0.13452, 12.56654], [8.28625, -0.49687, 12.90411], [8.76634, -0.34366, 14.02223], [6.34582, 0.86320, 13.55534], [9.03464, -2.18151, 9.67332], [9.89455, -1.76437, 12.13049], [5.49400, 0.45935, 11.09361], [6.93571, 0.80946, 14.33869], [8.44773, -2.12273, 8.88823]],
  "forces_ev_per_a": [[-6.1, 0.5, -7.1], [4.1, -1.7, 6.8], [-1.6, -0.6, -1.2], [-3.0, 2.1, 0.6], [0.1, 3.6, 3.1], [2.1, 0.8, 1.4], [1.4, 1.3, 0.3], [-0.7, 0.7, -2.3], [-1.5, 0.1, 0.9], [0.0, -0.2, -1.1], [3.7, -2.4, -0.6], [-0.7, -2.3, -2.7], [-0.8, -0.3, -2.5], [-2.4, 1.0, -2.6], [-2.7, -2.2, -1.9], [-2.9, 0.3, -0.9], [-0.6, -3.3, 0.2], [2.1, -2.7, 2.4], [3.6, 2.4, 2.6], [-0.3, 3.7, -0.7], [2.4, 0.7, 0.7], [-2.5, 0.0, -2.2], [-2.4, 1.1, 0.2], [-0.1, 2.4, 1.9], [0.5, -2.2, 1.1], [-0.1, 1.0, 1.9], [0.8, 1.3, 1.8], [1.6, 1.1, -1.8], [-1.2, -1.8, -0.8], [0.0, -0.8, 2.5], [2.3, 0.3, -0.9], [0.3, -0.1, -1.4], [0.0, -1.5, 0.3], [-0.3, -2.9, 0.2], [1.9, -1.0, 1.7], [2.3, 1.3, 1.5], [0.5, 0.5, -1.3], [-0.4, -0.1, 0.2], [0.8, 0.9, -1.6], [0.8, -0.5, 0.6], [-0.9, 0.3, -0.2], [0.3, 0.0, -0.1], [-0.4, -0.8, 1.5], [-0.6, 0.5, -0.6], [0.7, -0.3, 0.2], [0.4, 1.0, -2.0], [-0.5, -1.0, 1.7], [0.0, 0.0, 0.0], [0.0, 0.0, 0.0], [0.2, -0.1, 0.2], [-0.4, 0.1, -0.1], [-0.3, 0.0, 0.1], [0.6, 0.8, -1.5], [0.4, -0.5, 0.7], [-0.6, 0.2, -0.3], [0.5, 0.2, -0.2], [-0.7, -0.8, 1.6], [-0.8, 0.5, -0.6], [0.9, -0.3, 0.3], [0.5, 0.9, -1.7], [-0.5, -0.9, 1.6], [0.0, 0.0, 0.0], [-0.1, 0.1, -0.1], [0.4, -0.1, 0.1], [-0.4, 0.1, -0.1], [-0.1, 0.2, -0.4], [1.3, -1.5, 0.6], [-0.6, 0.5, 0.7], [0.3, -0.1, -0.8], [0.1, -0.2, 0.4], [-1.2, 1.5, -0.5], [0.6, -0.5, -0.8], [-0.3, 0.2, 0.9], [1.3, -1.5, 0.3], [-1.4, 1.6, -0.5], [-0.1, 0.0, 0.0], [0.0, 0.0, 0.0], [-0.1, 0.0, 0.4], [0.2, -0.2, -0.2], [-0.2, -0.3, 0.0], [1.8, 0.5, -0.5], [-0.6, 0.6, 0.5], [0.2, -0.9, -0.4], [0.2, 0.4, 0.1], [-1.8, -0.5, 0.5], [0.6, -0.8, -0.6], [-0.2, 0.9, 0.4], [1.9, 0.3, -0.6], [-1.9, -0.3, 0.6], [-0.1, 0.0, 0.0], [0.1, 0.0, 0.0], [-0.1, 0.3, 0.2], [0.1, -0.3, -0.2], [0.0, 0.2, 0.4], [1.3, -1.3, -1.1], [-0.8, 0.3, -0.5], [0.4, -0.1, 0.7], [0.0, -0.1, -0.4], [-1.3, 1.1, 1.0], [1.0, -0.4, 0.6], [-0.6, 0.1, -0.7], [1.4, -1.1, -0.8], [-1.5, 1.1, 1.2], [-0.1, 0.0, 0.0], [0.1, 0.0, 0.0], [-0.2, 0.0, -0.3], [0.4, 0.0, 0.1]],
  "lowdin_charge": [0.071, -0.077, -0.168, -0.016, -0.010, -0.027, -0.187, -0.222, -0.238, -0.113, -0.117, -0.334, 0.806, -0.326, -0.215, 0.003, -0.021, -0.066, 0.003, -0.162, -0.050, 0.036, 0.088, 0.099, 0.129, 0.129, 0.123, 0.131, 0.055, 0.074, 0.079, 0.090, 0.083, 0.092, 0.074, 0.089, 0.140, 0.076, -0.205, -0.302, 0.112, 0.088, -0.188, -0.301, 0.096, 0.051, 0.084, 0.137, 0.140, 0.116, 0.118, 0.078, -0.205, -0.298, 0.082, 0.054, -0.210, -0.303, 0.107, 0.081, 0.080, 0.138, 0.125, 0.117, 0.115, 0.077, -0.204, -0.300, 0.084, 0.077, -0.208, -0.307, 0.106, 0.080, 0.080, 0.138, 0.137, 0.117, 0.081, 0.079, -0.202, -0.285, 0.097, 0.083, -0.207, -0.305, 0.108, 0.082, 0.083, 0.139, 0.139, 0.117, 0.109, 0.077, -0.202, -0.295, 0.105, 0.078, -0.208, -0.308, 0.104, 0.080, 0.073, 0.137, 0.138, 0.117, 0.082],
  "e_homo_ev": -7.9,
  "smiles": "C#Cc1ccc(COCC)c2c1Sc1c(N)cccc1N2.O=C1C=C(O)C(=O)C=C1O.O=C1C=C(O)C(=O)C=C1O.O=C1C=C(O)C(=O)C=C1O.O=C1C=C(O)C(=O)C=C1O.O=C1C=C(O)C(=O)C=C1O",
  "molar_mass_g_mol": 996.87
}

Record 4
{
  "formula": "CH4N2OS2",
  "method": "the ωB97M-V functional and the def2-TZVPD basis",
  "elements": ["C", "H", "H", "H", "H", "N", "N", "O", "S", "S"],
  "positions_angstrom": [[0.02413, 0.81677, -0.03371], [-2.57598, -0.96560, 1.01246], [-1.70763, 0.74977, -0.92126], [1.64209, 0.66914, 1.13654], [2.44155, -0.79257, -1.13444], [-1.07669, 0.13793, -0.48394], [1.04037, 0.04629, 0.60512], [0.08540, 2.04022, -0.07657], [-1.62340, -1.36523, 0.05926], [1.75014, -1.33674, -0.16346]],
  "forces_ev_per_a": [[0.7, 0.7, 1.2], [1.0, -0.2, -0.8], [-1.0, 0.6, -0.7], [0.2, -0.3, -0.3], [0.5, 0.7, -0.7], [0.8, -0.7, 0.4], [-0.4, 0.1, -1.0], [0.0, -1.2, -0.1], [-0.9, 0.1, 0.6], [-1.0, 0.1, 1.4]],
  "nbo_charge": [0.774, 0.104, 0.409, 0.409, 0.087, -0.783, -0.800, -0.609, 0.205, 0.203],
  "e_homo_ev": -9.4,
  "smiles": "O=C(NS)NS",
  "molar_mass_g_mol": 124.19,
  "de_lowest_kcal_mol": 8.5
}

Number 4 is which compound?
CH4N2OS2